# 1
# C23H50F5N5O11PS3

4 unconnected molecules or ions with the total composition C23H50F5N5O11PS3 at a distorted geometry (ωB97M-V/def2-TZVPD, OMol25).

XYZ file:
```
98
Properties=species:S:1:pos:R:3:forces:R:3
S 0.23560 4.61760 8.40505 0.1668 0.4755 -0.1179
S 7.73422 -3.82784 -2.72922 -0.3954 -0.3376 0.1485
S -7.26496 -1.35349 -0.78312 -1.0314 -0.3341 0.2160
P 2.58787 -1.11363 -3.73640 3.4791 -4.6895 -3.1704
F -0.56910 3.69562 2.39489 0.5911 -3.1703 -1.1045
F 0.80640 1.94217 2.65931 -2.6486 0.1757 -1.1389
F 1.60364 2.51180 0.41712 -2.3988 -0.1725 -0.3672
F -1.43954 1.64621 2.11614 2.4841 0.9328 -0.3663
F -0.20630 3.78416 -0.03719 0.4455 -2.7544 0.4472
O 8.26037 -2.67698 -2.04397 0.0251 -0.4220 -0.3879
O 0.78269 4.80697 6.89657 -0.0279 0.2869 0.6659
O -5.91144 -1.61393 -0.36248 -0.1687 0.4575 -0.1389
O 1.02115 3.60800 9.06228 -0.5365 0.1144 -0.3729
O 1.34233 -1.20605 -4.87271 2.1345 2.6236 2.1923
O 8.48055 -4.50644 -3.75374 0.0188 0.3812 0.5598
O -1.20076 4.55687 8.37210 0.5948 -0.2986 0.0829
O -7.59555 -0.22035 -1.60418 0.6135 -0.3107 0.3623
O 7.24501 -4.90800 -1.63376 -0.2695 0.5914 -0.6751
O 3.73877 0.04585 -4.12793 -2.7245 -0.6776 1.2164
O -8.22710 -1.36078 0.51061 0.4460 -0.4384 -0.8329
N 2.03446 -0.85217 -2.07641 -2.2702 1.7016 -0.5151
N 0.58173 2.74445 -2.60970 1.3967 -2.0016 0.6837
N 0.33899 0.07148 -0.55282 0.9190 -0.3853 -0.3373
N -0.06246 0.35672 -2.78973 2.5314 0.3493 0.1873
N 3.33044 -2.53596 -3.74514 -2.0467 2.4281 0.3468
C -1.82081 2.27296 -2.39494 -2.2943 -2.2945 -1.9200
C 0.86815 3.65588 6.05732 -0.1231 -0.7204 -0.5572
C -1.70834 -1.22980 0.39766 -0.5365 -0.2272 -0.6113
C 6.13315 -3.41615 -3.36331 0.1408 -0.1246 0.2253
C 0.02307 2.52641 -5.13410 -0.5388 -0.2010 0.4919
C 9.01693 -5.00698 0.04124 0.1288 0.3018 -0.0707
C -2.86319 1.53961 -3.04092 2.0702 0.5642 0.7088
C 1.11701 2.54244 -3.98247 0.7735 0.6278 -1.6611
C -0.34630 1.66432 -2.16806 -2.1384 2.8700 -0.7487
C 0.18326 2.49585 0.39015 1.2461 1.0297 -0.5020
C 0.88696 -0.22830 -1.85597 -3.7139 1.3237 2.0844
C -0.38225 1.34942 -0.56959 -0.1282 1.2512 -1.4371
C 0.47759 -1.04893 1.79694 -0.1047 -1.1662 -0.4741
C -2.39747 -1.82324 -0.91551 -0.5788 -0.8816 1.0172
C -0.28404 2.37885 1.91520 0.2310 2.3909 1.7688
C -7.90483 -0.50051 1.60683 0.1129 0.8138 0.6893
C -7.91631 -2.80962 -1.54971 -0.0299 -0.0403 0.1243
C -0.49375 3.24412 5.52979 -0.3266 -0.0384 0.2770
C -8.28035 0.94123 1.31886 0.0874 0.1383 -0.2843
C -1.91336 -3.33836 -1.10614 -0.3998 0.3833 0.7093
C -0.13309 -1.05074 0.30405 0.3585 -1.7115 1.6941
C 8.22654 -5.74846 -1.02077 0.7787 -0.4435 0.5637
C 0.71672 6.20731 9.01676 0.0769 0.0407 -0.1533
H -3.87348 1.34244 -2.57315 0.7659 1.5415 -1.1929
H -0.23780 -0.60559 2.55079 1.0365 -0.1819 -0.9190
H 1.52858 -0.63335 1.84114 -1.3507 -0.1682 0.0058
H 5.70602 -4.29312 -3.84533 0.0180 0.0730 0.0626
H 0.26795 6.97614 8.38960 0.0031 -0.0916 0.0230
H -2.29720 -1.17504 -1.83827 0.0440 -0.6838 1.0291
H 9.63856 -4.22765 -0.40378 -0.0210 -0.0783 0.0290
H -1.79555 -3.76729 -0.05187 -0.1776 0.4174 -1.4426
H 0.57147 -2.15717 2.07547 -0.1696 1.5345 -0.2735
H -2.08130 3.32876 -2.07993 0.6997 -1.6799 1.0136
H 0.26930 -2.01474 -0.17115 -0.5319 1.4014 0.4389
H -8.47890 -0.85558 2.46482 -0.0131 -0.2648 -0.2714
H -2.66063 1.07063 -4.06214 0.0596 -0.5637 1.9503
H 1.82079 1.63777 -4.07979 -1.0202 1.0930 0.1915
H -1.89366 -1.99927 1.22567 0.3807 1.1146 -1.0903
H 7.68635 -6.57456 -0.55385 -0.2371 0.1750 -0.2295
H -1.13184 2.88396 6.33925 0.0503 0.0140 -0.0575
H -1.00338 4.09213 5.06762 0.1045 -0.0581 -0.0202
H 1.79081 3.44467 -4.19354 -0.9248 -1.2209 0.4449
H -0.90507 -3.44922 -1.60677 -1.2645 0.0472 0.2588
H 1.41316 2.64370 -1.99437 -0.5000 0.6483 -0.4553
H 2.82544 -3.10604 -4.43736 0.4691 -0.0358 0.3766
H 2.56178 -1.15865 -1.24030 -0.1112 0.0165 -0.8370
H 6.25851 -2.61268 -4.08806 0.1400 -0.0986 0.0320
H -7.70786 -3.66723 -0.91242 -0.0154 0.0875 -0.0053
H 1.35467 2.83000 6.58400 -0.0409 0.1407 0.1337
H -0.85048 -0.21989 -3.10250 0.4300 0.0720 0.3615
H -8.98808 -2.68165 -1.69315 0.0850 0.0515 0.0329
H 0.34718 6.29705 10.03780 -0.0332 -0.1469 -0.0776
H -1.49120 1.39465 -0.35577 1.2278 -1.0191 0.0984
H -3.52835 -1.88237 -0.68263 1.7798 0.2869 -0.4513
H -7.66167 1.35704 0.52099 -0.0315 -0.0168 0.0673
H 8.88810 -6.18171 -1.77585 -0.1236 0.1463 -0.0876
H -0.74317 3.32893 -4.88117 0.9375 -0.9668 -0.5195
H 0.44661 2.72055 -6.16887 -0.2854 -0.1067 1.4315
H -0.39735 2.44357 4.79493 0.0885 0.0521 0.0831
H -8.14467 1.55971 2.20816 -0.0297 -0.1159 0.0134
H -9.31961 1.01157 0.99107 0.0522 -0.0319 0.1127
H 9.67152 -5.69227 0.58306 -0.0970 -0.0361 -0.0498
H 4.62756 -0.27944 -3.86861 -0.5548 -0.1729 -0.2072
H -2.74177 -3.93101 -1.60411 1.3456 0.6116 0.2965
H 1.33159 -0.33885 -5.35147 -0.4438 -0.6598 0.1509
H -2.28162 -0.30455 0.70918 1.0116 -0.8489 -0.2255
H 5.50571 -3.08040 -2.54146 0.0837 -0.1088 -0.0734
H -0.54039 1.53030 -5.19883 0.7655 1.3178 0.2136
H 1.51169 3.92496 5.21677 0.0406 0.2619 0.2394
H -6.84653 -0.58940 1.86795 -0.0357 -0.1145 -0.1679
H 8.34606 -4.51843 0.75152 0.0171 -0.1232 -0.0135
H -7.42305 -2.92793 -2.51414 0.0304 0.1249 0.0792
H 1.80293 6.27699 9.00198 -0.0746 -0.0471 -0.0205
```
Forces are in eV/Å.

Values from the calculation:
Charge: +1
Electronic energy in eV: -110004.6337


# 2
# C23H50NO2

2 unconnected molecules or ions with the total composition C23H50NO2 (ωB97M-V/def2-TZVPD, OMol25).

XYZ file:
```
76
Properties=species:S:1:pos:R:3:forces:R:3
O -2.95697 -5.82265 2.43920 0.0411 0.1931 -0.0372
O 0.72105 -2.81772 2.15499 0.1626 0.2175 -0.0331
N -2.32470 -1.98113 4.08884 0.1627 0.0255 -0.0268
C 1.99819 -2.67914 -1.33659 -0.1360 -0.2292 0.0765
C -1.06698 -6.88050 3.53880 0.0100 -0.0582 0.0738
C -0.41594 2.20232 2.03602 0.0736 0.0237 0.1584
C 1.38477 -2.04244 -0.07592 0.2802 0.0484 0.0995
C 1.90120 1.99843 0.92452 -0.0153 0.0521 0.0491
C 2.29415 1.16829 -3.65399 0.2775 0.0350 0.2628
C -0.14562 2.01490 -3.44018 0.1004 -0.0842 0.2877
C -2.59352 -6.64259 3.43375 0.0047 -0.0825 0.1003
C -1.13970 4.26021 0.65821 -0.2029 -0.1146 -0.1309
C 1.34260 2.35407 -3.48516 0.0070 0.0521 -0.3703
C -2.40241 3.09493 -2.90779 0.0565 -0.1390 0.0105
C 1.06613 2.64011 2.04302 0.0413 -0.3115 0.0688
C -1.41471 3.35813 1.86864 0.0744 -0.0209 -0.0499
C -0.27218 -2.01671 2.76818 -0.2210 0.0383 0.1700
C 0.99372 -0.98042 -3.06328 -0.0005 0.0881 0.1652
C -1.34832 -2.86894 3.42732 -0.0623 0.2503 -0.0334
C -2.41191 3.72956 -1.50936 -0.0717 -0.0603 0.1209
C 0.54867 -3.02020 0.76727 -0.2402 -0.0733 0.0196
C 2.10857 0.00257 -2.66927 0.0319 0.1006 -0.0717
C -1.13623 3.51479 -0.69395 0.0242 0.0242 0.1816
C 1.17459 -2.44455 -2.60168 -0.1435 -0.0521 -0.0760
C -1.05928 3.23069 -3.64816 -0.2911 -0.2310 -0.0446
C 3.24320 2.70293 0.65475 -0.0337 -0.2169 0.0418
H -0.64029 1.68415 2.97376 -0.0689 0.0261 -0.1215
H 2.25818 0.78922 -4.68191 -0.0969 0.0016 0.0419
H -3.20841 3.53019 -3.50786 0.0460 0.0137 0.1137
H -0.56888 1.45341 1.25098 0.0174 0.0705 0.0514
H -1.83039 -3.54019 2.70637 0.1935 -0.2105 0.0791
H -1.26393 3.33041 -4.71928 0.1723 0.1632 0.0700
H 1.51583 3.04261 -4.32461 0.0055 -0.0191 0.1057
H -3.25008 3.31096 -0.93718 -0.0006 0.1510 -0.0754
H 0.21488 -1.38666 3.52110 -0.0041 -0.0715 -0.0360
H 0.78645 -1.16826 -0.35393 0.0281 0.0065 0.0641
H 2.09210 0.95878 1.20323 -0.1008 -0.0458 -0.1437
H -2.42952 2.94743 1.79118 0.1001 0.0044 0.0119
H -0.26430 3.83472 -1.27123 -0.0688 -0.0529 0.0160
H -1.00644 2.44288 -0.50982 0.0161 0.0942 -0.0971
H 0.18126 -2.86868 -2.41064 0.0593 0.0261 -0.1425
H 3.05915 -0.53816 -2.60771 -0.0895 0.0356 -0.0438
H -0.73359 -1.33645 2.03444 0.0593 -0.0232 -0.0197
H 0.02805 -0.61624 -2.69717 0.1563 0.0184 -0.0970
H 3.44436 2.77723 -0.41782 0.0013 0.0374 0.0923
H -0.69614 -7.31699 2.60649 -0.0046 0.0419 -0.0311
H -0.37062 1.24582 -4.18943 -0.0356 0.1247 0.0562
H -0.37151 1.55844 -2.46702 0.0350 0.0435 -0.1815
H 1.62500 2.90667 -2.58069 -0.1154 -0.0176 0.0182
H 3.30990 1.55949 -3.51116 -0.0643 -0.0376 -0.1139
H -0.51888 -2.94479 0.52974 0.0594 -0.1260 -0.1142
H -2.60477 4.80676 -1.59398 0.1002 -0.0605 -0.0310
H 1.50527 2.34912 3.00401 0.0508 0.1948 -0.0723
H -2.90621 -6.29632 4.46495 0.0160 0.0356 -0.0259
H -3.04603 -7.67577 3.37447 0.0005 0.0309 -0.0295
H -0.87164 -3.47235 4.20269 -0.0561 -0.1096 -0.1245
H 2.03050 -3.76352 -1.17124 0.1020 0.0990 -0.0589
H -0.81049 -7.55963 4.36725 -0.0338 0.0226 -0.0212
H 1.30303 1.96134 0.00715 0.0345 0.1044 0.0519
H 2.18362 -1.67523 0.57819 -0.0712 -0.0677 -0.0422
H -0.18374 4.77311 0.79416 -0.0777 -0.0150 0.0076
H 4.07671 2.14960 1.09606 -0.0515 0.1152 0.0178
H 0.93977 -0.96698 -4.15858 -0.1754 -0.0835 0.1064
H -2.80631 -1.44528 3.37527 -0.0713 0.0010 -0.0423
H 1.15332 3.72756 1.97162 -0.0526 -0.0235 0.0401
H -1.90829 5.04300 0.62080 0.1283 -0.0195 0.0578
H 0.85486 -4.04913 0.56182 0.0064 0.0395 0.0155
H 1.58673 -3.02555 -3.43388 0.1182 -0.0027 0.1398
H 3.04310 -2.37996 -1.47467 -0.1815 0.1354 0.0093
H 3.25280 3.70951 1.08065 0.0051 -0.0055 -0.1095
H -2.64131 2.02743 -2.81861 0.0299 0.0798 -0.0334
H -1.40138 3.96906 2.78041 -0.0011 -0.0225 -0.1066
H 1.93594 0.42386 -1.66894 0.0230 -0.1809 -0.0726
H -3.03670 -2.57003 4.50235 -0.0606 -0.0322 0.0432
H -0.55046 4.13869 -3.30956 -0.0160 0.0276 -0.1825
H -0.54890 -5.93021 3.69960 0.0040 0.0075 -0.0530
```
Forces are in eV/Å.

Values from the calculation:
Charge: -1
Electronic energy in eV: -30246.4580


Number 1: HOMO energy -11.8 eV, frontier orbital gap 7.196 eV. Number 2: HOMO energy -2.4 eV, frontier orbital gap 4.681 eV.